Density functional theory data (the ωB97M-V functional and the def2-TZVPD basis) for 18 unconnected molecules or ions with the total composition C73H121N7O28 at a distorted geometry.

Each atom is followed by the atoms it is bonded to, with distances in Å.
CARTESIAN COORDINATES (ANGSTROEM)
1 C -29.35722 10.00385 -4.49409  O2 1.464, H7 1.068, H8 1.105, H9 1.087
2 O -29.62025 9.41963 -5.81099  C1 1.464, C3 1.342
3 C -29.49921 10.38676 -6.73278  O2 1.342, O4 1.231, O5 1.324
4 O -29.40292 11.59020 -6.49114  C3 1.231
5 O -29.65302 9.83354 -7.92561  C3 1.324, C6 1.392
6 C -30.01870 10.71009 -8.94307  O5 1.392, H10 1.071, H11 1.093, H12 1.114
7 H -29.35949 9.24627 -3.74118  C1 1.068
8 H -30.10407 10.73269 -4.12966  C1 1.105
9 H -28.40500 10.52707 -4.50791  C1 1.087
10 H -29.20769 11.35157 -9.22276  C6 1.071
11 H -30.81426 11.38692 -8.62269  C6 1.093
12 H -30.37766 10.08421 -9.79121  C6 1.114
13 C -24.24792 13.71924 -8.37554  O14 1.402, H19 1.131, H20 1.017, H21 1.104
14 O -23.84162 13.28827 -9.64636  C13 1.402, C15 1.302
15 C -23.85378 14.04513 -10.70571  O14 1.302, O16 1.210, O17 1.356
16 O -23.64460 13.55361 -11.79177  C15 1.210
17 O -24.07108 15.36719 -10.49667  C15 1.356, C18 1.490
18 C -24.13366 16.12194 -11.77945  O17 1.490, H22 1.068, H23 1.103, H24 1.069
19 H -23.57464 13.22916 -7.61033  C13 1.131
20 H -25.18978 13.35431 -8.25564  C13 1.017
21 H -24.38061 14.81475 -8.34939  C13 1.104
22 H -24.74722 15.51345 -12.40728  C18 1.068
23 H -23.11180 16.22736 -12.18090  C18 1.103
24 H -24.61313 17.03764 -11.50617  C18 1.069
25 C -31.23670 7.39650 -14.88640  O26 1.419, H31 1.097, H32 1.151, H33 1.092
26 O -32.59025 7.80370 -15.01522  C25 1.419, C27 1.347
27 C -33.42037 6.90400 -15.57611  O26 1.347, O28 1.225, O29 1.308
28 O -33.06667 5.79636 -15.96069  C27 1.225
29 O -34.64546 7.36067 -15.53332  C27 1.308, C30 1.433
30 C -35.65753 6.41970 -15.91390  O29 1.433, H34 1.099, H35 1.130, H36 1.074
31 H -30.63709 8.19205 -14.42752  C25 1.097
32 H -30.80317 7.19556 -15.93339  C25 1.151
33 H -31.17234 6.49003 -14.28012  C25 1.092
34 H -36.63399 6.86929 -15.68653  C30 1.099
35 H -35.59962 5.43277 -15.36752  C30 1.130
36 H -35.71018 6.18316 -16.96051  C30 1.074
37 C -27.75464 2.50752 -13.83925  O38 1.440, H43 1.092, H44 1.128, H45 1.076
38 O -28.11215 3.90089 -13.90079  C37 1.440, C39 1.371
39 C -28.07248 4.52759 -12.68199  O38 1.371, O40 1.210, O41 1.310
40 O -27.60974 4.08062 -11.65754  C39 1.210
41 O -28.34408 5.79559 -12.86929  C39 1.310, C42 1.453
42 C -28.30000 6.52188 -11.61129  O41 1.453, H46 1.143, H47 1.131, H48 1.048
43 H -26.69782 2.41809 -13.58042  C37 1.092
44 H -28.08800 2.19183 -14.86904  C37 1.128
45 H -28.28903 2.03082 -13.03623  C37 1.076
46 H -27.44572 7.27668 -11.70002  C42 1.143
47 H -28.35248 5.83504 -10.71386  C42 1.131
48 H -29.13515 7.15297 -11.56807  C42 1.048
49 C -26.08390 9.50930 -9.25785  O50 1.407, H55 1.094, H56 1.068, H57 1.080
50 O -27.05092 8.57487 -8.84424  C49 1.407, C51 1.322
51 C -27.10112 8.30217 -7.55210  O50 1.322, O52 1.211, O53 1.302
52 O -26.67560 8.99263 -6.65322  C51 1.211
53 O -27.63283 7.12312 -7.40336  C51 1.302, C54 1.432
54 C -27.71829 6.62789 -6.06292  O53 1.432, H58 1.127, H59 1.111, H60 1.123
55 H -26.40012 9.75291 -10.27662  C49 1.094
56 H -25.12579 9.03890 -9.30619  C49 1.068
57 H -26.02203 10.39712 -8.64558  C49 1.080
58 H -28.04144 5.54958 -6.11677  C54 1.127
59 H -28.47367 7.16839 -5.45405  C54 1.111
60 H -26.68271 6.58663 -5.62938  C54 1.123
61 C -34.52149 7.65646 -9.29139  O62 1.447, H67 1.111, H68 1.029, H69 1.092
62 O -34.36087 8.87064 -10.06240  C61 1.447, C63 1.346
63 C -34.88251 9.98952 -9.52576  O62 1.346, O64 1.225, O65 1.363
64 O -35.52784 10.02660 -8.48555  C63 1.225
65 O -34.43102 11.05898 -10.24092  C63 1.363, C66 1.457
66 C -34.48069 12.41236 -9.70269  O65 1.457, H70 1.082, H71 1.088, H72 1.061
67 H -35.58123 7.36570 -9.12947  C61 1.111
68 H -34.08364 7.78603 -8.36900  C61 1.029
69 H -33.90169 6.98203 -9.88652  C61 1.092
70 H -34.32721 13.12304 -10.50436  C66 1.082
71 H -33.74175 12.49295 -8.90804  C66 1.088
72 H -35.45054 12.58701 -9.30817  C66 1.061
73 C -25.42157 10.17667 -13.09453  O74 1.387, H79 1.090, H80 1.104, H81 1.121
74 O -26.61310 10.74684 -12.67158  C73 1.387, C75 1.381
75 C -27.73167 10.03679 -13.06254  O74 1.381, C76 1.586, H82 1.092, H83 1.076
76 C -28.88690 11.10939 -13.23598  C75 1.586, O77 1.437, H84 1.075, H85 1.080
77 O -30.06708 10.34342 -13.52673  C76 1.437, C78 1.463
78 C -31.35122 11.04541 -13.52511  O77 1.463, H86 1.151, H87 1.073, H88 1.105
79 H -25.11798 9.31327 -12.50187  C73 1.090
80 H -24.62976 10.94425 -13.04010  C73 1.104
81 H -25.55473 9.85083 -14.15933  C73 1.121
82 H -28.04277 9.23203 -12.39291  C75 1.092
83 H -27.60378 9.44398 -13.95195  C75 1.076
84 H -28.63450 11.83607 -13.98724  C76 1.075
85 H -28.95643 11.61515 -12.28398  C76 1.080
86 H -32.07147 10.28416 -14.00053  C78 1.151
87 H -31.37554 11.98472 -14.04352  C78 1.073
88 H -31.62967 11.16988 -12.46323  C78 1.105
89 C -33.17171 2.25617 -7.71449  O90 1.413, H95 1.078, H96 1.113, H97 1.116
90 O -32.16765 2.25385 -8.70834  C89 1.413, C91 1.382
91 C -32.20541 1.21944 -9.62417  O90 1.382, C92 1.534, H98 1.139, H99 1.116
92 C -31.39311 -0.03114 -9.26608  C91 1.534, O93 1.416, H100 1.117, H101 1.087
93 O -32.18718 -0.87095 -8.44785  C92 1.416, C94 1.425
94 C -31.54123 -1.93084 -7.74876  O93 1.425, H102 1.099, H103 1.074, H104 1.064
95 H -33.13750 1.34915 -7.13234  C89 1.078
96 H -34.19666 2.34665 -8.13811  C89 1.113
97 H -33.01503 3.13935 -7.05086  C89 1.116
98 H -31.80080 1.67820 -10.58528  C91 1.139
99 H -33.21884 0.82391 -9.87176  C91 1.116
100 H -30.48621 0.34155 -8.73060  C92 1.117
101 H -31.07290 -0.49120 -10.19796  C92 1.087
102 H -30.56944 -1.62831 -7.33309  C94 1.099
103 H -31.31771 -2.70845 -8.45541  C94 1.074
104 H -32.19579 -2.23728 -6.96850  C94 1.064
105 C -23.34529 2.36428 -2.26878  O106 1.355, H111 1.113, H112 1.096, H113 1.095
106 O -24.05279 2.88021 -3.30281  C105 1.355, C107 1.378
107 C -24.62908 1.87632 -4.05061  O106 1.378, C108 1.496, H114 1.083, H115 1.098
108 C -25.35000 2.46164 -5.22373  C107 1.496, O109 1.386, H116 1.145, H117 1.095
109 O -24.64776 3.52711 -5.76351  C108 1.386, C110 1.441
110 C -23.45198 3.18152 -6.48888  O109 1.441, H118 1.059, H119 1.095, H120 1.060
111 H -22.56118 1.67169 -2.64953  C105 1.113
112 H -24.02725 1.82264 -1.60408  C105 1.096
113 H -22.94963 3.13199 -1.59507  C105 1.095
114 H -25.20580 1.25259 -3.37930  C107 1.083
115 H -23.96833 1.13445 -4.51834  C107 1.098
116 H -26.39679 2.83911 -4.95210  C108 1.145
117 H -25.52901 1.59423 -5.86721  C108 1.095
118 H -23.56786 2.55278 -7.33326  C110 1.059
119 H -22.77684 2.68524 -5.78384  C110 1.095
120 H -22.98322 4.05803 -6.85599  C110 1.060
121 C -24.56087 6.25841 -7.99105  O122 1.444, H127 1.071, H128 1.063, H129 1.084
122 O -23.82883 5.23417 -8.69814  C121 1.444, C123 1.366
123 C -24.11523 5.13888 -10.03054  O122 1.366, C124 1.571, H130 1.119, H131 1.077
124 C -23.21541 4.02936 -10.68521  C123 1.571, O125 1.412, H132 1.049, H133 1.082
125 O -23.68288 2.80592 -10.15761  C124 1.412, C126 1.426
126 C -22.75694 1.75584 -10.42861  O125 1.426, H134 1.104, H135 1.105, H136 1.118
127 H -25.39043 6.56349 -8.59528  C121 1.071
128 H -23.99353 7.12128 -7.73767  C121 1.063
129 H -24.87787 5.74986 -7.08820  C121 1.084
130 H -23.90744 6.11940 -10.52901  C123 1.119
131 H -25.14853 4.84445 -10.10437  C123 1.077
132 H -22.21775 4.17489 -10.39542  C124 1.049
133 H -23.36172 4.02307 -11.75768  C124 1.082
134 H -22.13328 1.51724 -9.54958  C126 1.104
135 H -22.05936 2.04488 -11.23600  C126 1.105
136 H -23.32237 0.82349 -10.67634  C126 1.118
137 C -27.47692 -0.09817 -6.98808  O138 1.418, H143 1.124, H144 1.093, H145 1.095
138 O -26.29930 0.58321 -7.38825  C137 1.418, C139 1.409
139 C -26.29351 0.99738 -8.73507  O138 1.409, C140 1.519, H146 1.062, H147 1.114
140 C -26.90142 2.37046 -8.96661  C139 1.519, O141 1.442, H148 1.131, H149 1.097
141 O -28.27301 2.35944 -8.52312  C140 1.442, C142 1.410
142 C -28.85781 3.64233 -8.55341  O141 1.410, H150 1.043, H151 1.145, H152 1.060
143 H -28.40788 0.47490 -7.25010  C137 1.124
144 H -27.38663 -0.07437 -5.89931  C137 1.093
145 H -27.37523 -1.13149 -7.33711  C137 1.095
146 H -26.82169 0.31636 -9.35478  C139 1.062
147 H -25.23265 0.99789 -9.07355  C139 1.114
148 H -26.81312 2.73932 -10.03161  C140 1.131
149 H -26.50220 3.18026 -8.34428  C140 1.097
150 H -29.86899 3.56840 -8.30870  C142 1.043
151 H -28.79009 4.20751 -9.54693  C142 1.145
152 H -28.33041 4.26608 -7.87812  C142 1.060
153 N -21.45959 8.30036 -10.27384  C154 1.355, C158 1.318
154 C -22.19802 9.20387 -10.96208  N153 1.355, C155 1.404, H159 1.123
155 C -22.73707 10.38315 -10.42250  C154 1.404, C156 1.416, H160 1.072
156 C -22.61161 10.54232 -9.02144  C155 1.416, C157 1.363, H161 1.044
157 C -21.87850 9.65635 -8.28903  C156 1.363, C158 1.407, H162 1.104
158 C -21.41724 8.51747 -8.97473  N153 1.318, C157 1.407, H163 1.081
159 H -22.25920 9.00350 -12.06568  C154 1.123
160 H -23.10316 11.19547 -11.01873  C155 1.072
161 H -23.20955 11.28190 -8.59009  C156 1.044
162 H -21.87549 9.79327 -7.19312  C157 1.104
163 H -20.99456 7.73891 -8.35587  C158 1.081
164 N -24.36450 13.85985 -5.20425  C165 1.290, C169 1.328
165 C -23.25367 13.21378 -5.08755  N164 1.290, C166 1.402, H170 1.067
166 C -23.24910 11.81266 -5.02857  C165 1.402, C167 1.359, H171 1.097
167 C -24.39721 11.09436 -5.14420  C166 1.359, C168 1.397, H172 1.084
168 C -25.58063 11.82961 -5.24680  C167 1.397, C169 1.374, H173 1.110
169 C -25.51836 13.20255 -5.22890  N164 1.328, C168 1.374, H174 1.065
170 H -22.34054 13.76446 -5.06791  C165 1.067
171 H -22.28002 11.31060 -4.91801  C166 1.097
172 H -24.40404 10.01256 -5.07122  C167 1.084
173 H -26.55125 11.34072 -5.47192  C168 1.110
174 H -26.39085 13.80958 -5.29728  C169 1.065
175 N -32.43225 5.65394 -6.28338  C176 1.329, C180 1.304
176 C -31.36308 5.96370 -5.55791  N175 1.329, C177 1.353, H181 1.114
177 C -31.31758 7.02633 -4.72153  C176 1.353, C178 1.348, H182 1.094
178 C -32.40100 7.82810 -4.68665  C177 1.348, C179 1.376, H183 1.080
179 C -33.49771 7.58973 -5.48361  C178 1.376, C180 1.388, H184 1.047
180 C -33.48725 6.41831 -6.22786  N175 1.304, C179 1.388, H185 1.036
181 H -30.50781 5.26147 -5.68458  C176 1.114
182 H -30.58357 7.07686 -3.91139  C177 1.094
183 H -32.39530 8.71726 -4.07356  C178 1.080
184 H -34.29498 8.26859 -5.51000  C179 1.047
185 H -34.26774 6.05992 -6.80753  C180 1.036
186 N -23.57904 6.93656 -2.67986  C187 1.296, C191 1.317
187 C -23.14601 6.11573 -3.58463  N186 1.296, C188 1.371, H192 1.070
188 C -21.91839 6.21222 -4.18744  C187 1.371, C189 1.389, H193 1.086
189 C -21.17824 7.36112 -3.94177  C188 1.389, C190 1.454, H194 1.090
190 C -21.67456 8.28076 -2.93104  C189 1.454, C191 1.387, H195 1.092
191 C -22.90362 8.01645 -2.34442  N186 1.317, C190 1.387, H196 1.085
192 H -23.76711 5.28696 -3.85362  C187 1.070
193 H -21.53523 5.45051 -4.85997  C188 1.086
194 H -20.19953 7.66075 -4.31791  C189 1.090
195 H -21.20387 9.23780 -2.69512  C190 1.092
196 H -23.23418 8.66459 -1.53945  C191 1.085
197 N -27.21050 13.24045 -9.62462  C198 1.329, C202 1.313
198 C -27.90578 14.10187 -8.88864  N197 1.329, C199 1.434, H203 1.113
199 C -28.44016 15.34789 -9.35708  C198 1.434, C200 1.402, H204 1.051
200 C -28.11561 15.61165 -10.69572  C199 1.402, C201 1.373, H205 1.076
201 C -27.29052 14.78005 -11.41197  C200 1.373, C202 1.396, H206 1.062
202 C -26.92092 13.54944 -10.86744  N197 1.313, C201 1.396, H207 1.096
203 H -28.23061 13.81961 -7.86250  C198 1.113
204 H -29.08340 15.91698 -8.75208  C199 1.051
205 H -28.49821 16.52913 -11.10736  C200 1.076
206 H -27.00481 15.11849 -12.37748  C201 1.062
207 H -26.29381 12.84116 -11.42137  C202 1.096
208 N -31.43871 7.67161 -10.39778  C209 1.341, C213 1.355
209 C -31.33038 6.74976 -9.43056  N208 1.341, C210 1.366, H214 1.127
210 C -31.70743 5.44958 -9.61461  C209 1.366, C211 1.397, H215 1.082
211 C -32.01435 5.05080 -10.91814  C210 1.397, C212 1.379, H216 1.059
212 C -32.10279 5.94728 -11.96161  C211 1.379, C213 1.403, H217 1.076
213 C -31.91125 7.29224 -11.61006  N208 1.355, C212 1.403, H218 1.058
214 H -30.86601 7.08167 -8.45885  C209 1.127
215 H -31.71509 4.68920 -8.84532  C210 1.082
216 H -32.16432 4.02863 -11.15255  C211 1.059
217 H -32.36554 5.63290 -12.95663  C212 1.076
218 H -32.14147 8.07016 -12.28849  C213 1.058
219 N -28.74940 5.09399 -3.37475  C220 1.321, C224 1.329
220 C -29.58334 4.15757 -2.95918  N219 1.321, C221 1.376, H225 1.082
221 C -29.31663 3.23121 -1.97742  C220 1.376, C222 1.416, H226 1.073
222 C -28.02084 3.29029 -1.40978  C221 1.416, C223 1.344, H227 1.071
223 C -27.12731 4.21757 -1.79442  C222 1.344, C224 1.462, H228 1.044
224 C -27.53377 5.15411 -2.84124  N219 1.329, C223 1.462, H229 1.096
225 H -30.55109 4.13796 -3.44319  C220 1.082
226 H -30.06170 2.48787 -1.76886  C221 1.073
227 H -27.77711 2.55111 -0.67442  C222 1.071
228 H -26.16122 4.25525 -1.39965  C223 1.044
229 H -26.86770 5.98106 -3.11206  C224 1.096

Properties
Net charge: 0
Orbital gap: 9.66 eV
E_HOMO: -9.09 eV
Lowest unoccupied orbital energy: 0.56 eV